No. 1
Molecular formula: C16H23N3O2S
Method: DFT, ωB97M-V/def2-TZVPD

Calculated total energy, hartree: -1336.4177
ΔE to the lowest compared entry with this formula, charge and spin, kJ/mol: 161.2
Charge: 0
SMILES string: CCCCOC[C@H](O)CCc1n[nH]c(=S)n1-c1ccccc1
M, g/mol: 321.446

Atoms and positions in Å:
C (1.12, -4.11, -0.47)
C (0.46, -4.97, 0.60)
C (0.47, -4.30, 1.98)
C (-0.60, -3.23, 2.16)
O (-0.32, -2.10, 1.36)
C (-1.23, -1.05, 1.56)
C (-0.92, 0.05, 0.53)
O (-1.62, 1.24, 0.85)
C (-1.34, -0.39, -0.87)
C (-0.78, 0.51, -1.97)
C (-1.34, 1.88, -1.85)
N (-2.55, 2.20, -2.18)
N (-2.70, 3.49, -1.83)
C (-1.58, 4.00, -1.26)
S (-1.36, 5.53, -0.71)
N (-0.68, 2.96, -1.30)
C (0.64, 3.01, -0.82)
C (1.70, 2.68, -1.65)
C (2.99, 2.73, -1.17)
C (3.23, 3.13, 0.13)
C (2.18, 3.49, 0.95)
C (0.88, 3.43, 0.48)
H (1.03, -4.58, -1.44)
H (0.66, -3.13, -0.50)
H (2.18, -3.98, -0.25)
H (-0.57, -5.19, 0.32)
H (0.99, -5.92, 0.67)
H (1.45, -3.84, 2.15)
H (0.31, -5.06, 2.75)
H (-1.59, -3.64, 1.89)
H (-0.64, -2.93, 3.22)
H (-2.27, -1.40, 1.43)
H (-1.14, -0.65, 2.58)
H (0.16, 0.23, 0.56)
H (-1.40, 1.52, 1.74)
H (-0.98, -1.41, -1.02)
H (-2.43, -0.39, -0.92)
H (-1.07, 0.10, -2.94)
H (0.31, 0.54, -1.90)
H (-3.58, 3.97, -1.95)
H (1.50, 2.40, -2.68)
H (3.81, 2.47, -1.82)
H (4.25, 3.18, 0.50)
H (2.36, 3.82, 1.96)
H (0.05, 3.72, 1.11)



No. 2
Molecular formula: C16H23N3O5PtS2
Method: DFT, ωB97M-V/def2-TZVPD

Calculated total energy, hartree: -2079.6737
ΔE to the lowest compared entry with this formula, charge and spin, kJ/mol: 109.4
Charge: 0
M, g/mol: 596.588

Atoms and positions in Å:
Pt (-0.09, -0.26, -0.30)
N (-0.63, 3.59, 1.14)
C (-0.73, 2.39, 0.55)
O (0.29, 1.81, 0.16)
C (-2.11, 1.81, 0.38)
C (-2.07, 0.44, -0.31)
H (0.28, 4.00, 1.27)
H (-1.44, 4.09, 1.45)
H (-2.69, 2.53, -0.21)
H (-2.57, 1.78, 1.37)
H (-2.42, 0.52, -1.34)
H (-2.72, -0.29, 0.19)
C (-0.23, -3.63, -3.42)
C (-0.21, -2.29, -2.75)
S (-0.67, -2.32, -1.05)
C (0.09, -1.15, -3.36)
C (0.46, -1.02, -4.81)
S (0.06, 0.37, -2.47)
H (-0.58, -4.40, -2.74)
H (0.77, -3.91, -3.76)
H (-0.90, -3.63, -4.29)
H (1.46, -1.42, -5.00)
H (0.45, 0.02, -5.13)
H (-0.24, -1.57, -5.45)
O (4.62, -1.97, 2.45)
C (3.87, -2.12, 3.61)
N (3.75, -0.89, 4.37)
C (2.72, -0.01, 4.36)
O (2.80, 1.13, 4.80)
C (1.43, -0.51, 3.78)
C (0.66, -1.49, 4.37)
C (-0.53, -1.88, 3.77)
C (-0.87, -1.29, 2.56)
N (-0.13, -0.35, 1.98)
C (0.99, 0.05, 2.60)
H (4.03, -1.79, 1.70)
H (4.39, -2.84, 4.24)
H (2.87, -2.50, 3.38)
H (4.61, -0.48, 4.71)
H (0.99, -1.96, 5.29)
H (-1.16, -2.64, 4.20)
H (-1.76, -1.59, 2.02)
H (1.56, 0.83, 2.10)
C (3.11, 0.73, -1.20)
O (3.09, -0.43, -0.38)
C (1.90, -0.99, 0.01)
O (2.03, -1.93, 0.77)
H (4.10, 1.16, -1.09)
H (2.35, 1.45, -0.89)
H (2.94, 0.46, -2.25)



No. 3
Molecular formula: C16H23N6
Method: DFT, ωB97M-V/def2-TZVPD

Calculated total energy, hartree: -951.7603
Charge: +1
M, g/mol: 299.402

Atoms and positions in Å:
N (0.47, -1.68, 1.42)
C (1.22, -1.02, 0.51)
N (2.56, -1.02, 0.30)
C (2.72, -0.22, -0.74)
N (1.59, 0.32, -1.17)
N (0.63, -0.19, -0.39)
C (-0.79, 0.03, -0.38)
C (-1.24, 1.24, 0.11)
C (-2.58, 1.54, 0.19)
C (-3.47, 0.57, -0.24)
C (-3.03, -0.63, -0.75)
C (-1.69, -0.91, -0.83)
H (0.31, -2.67, 1.35)
H (-0.03, -1.20, 2.15)
H (3.70, -0.04, -1.17)
H (1.42, 0.97, -1.93)
H (-0.51, 1.98, 0.43)
H (-2.92, 2.49, 0.60)
H (-4.53, 0.79, -0.16)
H (-3.81, -1.32, -1.06)
H (-1.34, -1.87, -1.21)
C (-6.56, -0.17, 4.79)
C (-5.89, -0.78, 3.56)
C (-4.50, -0.18, 3.29)
C (-4.61, 1.27, 3.04)
N (-4.69, 2.40, 2.85)
H (-6.74, 0.89, 4.67)
H (-7.52, -0.65, 4.97)
H (-5.94, -0.32, 5.68)
H (-6.53, -0.63, 2.70)
H (-5.78, -1.86, 3.71)
H (-4.06, -0.65, 2.41)
H (-3.84, -0.35, 4.13)
C (6.22, -0.37, -4.76)
C (7.18, 0.50, -3.96)
C (6.86, 0.54, -2.46)
C (5.51, 1.09, -2.24)
N (4.46, 1.53, -2.07)
H (5.19, 0.01, -4.70)
H (6.50, -0.39, -5.81)
H (6.22, -1.40, -4.38)
H (7.16, 1.52, -4.37)
H (8.20, 0.13, -4.10)
H (7.58, 1.17, -1.94)
H (6.91, -0.46, -2.04)



no.,LUMO level (hartree),HOMO energy (eV)
1,0.0232,-7.7
2,-0.0137,-6.5
3,-0.1051,-13.1